No. 1
DFT (ωB97M-V with the def2-TZVPD basis set) results for an isolated molecule of C3H10N2S at a distorted geometry.

Each line ends with the Löwdin charge.
Element x y z (Å)
C 0.1275 0.2607 0.1337  -0.466
H 0.2074 1.2542 0.5837  0.132
N 0.0196 0.5512 -1.3330  0.019
H 1.1620 -0.7445 1.6459  0.068
H -1.2134 -0.6198 1.6132  0.106
C -1.2618 -0.3552 0.5465  -0.265
H 1.1906 -1.6702 0.1139  0.091
H 0.2000 -0.1867 -2.0130  0.071
S 2.8858 -0.0084 0.2870  0.710
H 3.0346 -0.3543 -1.0135  -0.138
C 1.2416 -0.6614 0.5643  -0.578
H 0.9288 1.0246 -1.4094  0.040
H -2.4352 0.7555 -0.6827  0.055
N -2.3826 0.5437 0.3117  -0.023
H -1.5235 -1.2764 0.0089  0.115
H -2.1814 1.4870 0.6428  0.063

Results
Frontier orbital gap ... 0.3609 hartree
Calculated total energy ... -17088.1759 eV
Spin multiplicity ... 1

No. 2
DFT (ωB97M-V with the def2-TZVPD basis set) results for a cluster of 2 separate species, CH3ClOSi in total at a distorted geometry.

Each line ends with the Löwdin charge.
Element x y z (Å)
H 0.0178 -1.8959 1.2065  -0.113
Si -0.6081 -0.5968 0.9546  0.089
O 1.1347 1.7458 -2.5909  0.008
Cl -1.7299 -0.3479 -0.6697  0.219
C 1.6800 0.9139 -2.0368  -0.011
H 0.6511 0.3101 0.8475  -0.095
H -1.1455 -0.1292 2.2888  -0.097

Results
Frontier orbital gap ... 0.4370 hartree
Calculated total energy ... -23533.2408 eV
Spin multiplicity ... 1

No. 3
DFT (ωB97M-V with the def2-TZVPD basis set) results for a cluster of 2 separate species, C2H5Cl3Si in total at a distorted geometry.

Each line ends with the Löwdin charge.
Element x y z (Å)
H 0.9840 -1.1058 0.1967  0.008
C -0.1390 0.7029 0.1001  -0.258
Si -4.5894 -0.1842 0.1042  -0.853
Cl -5.4689 -0.8014 1.8164  0.253
H -3.2431 -0.9840 0.1944  -0.037
H -0.9133 -0.0552 0.5915  0.117
Cl -4.5116 1.7517 0.0084  0.360
C 0.3756 -0.4766 -0.5468  0.000
H -0.5366 1.4816 -0.5145  0.040
H 0.6036 1.1490 0.8309  0.086
Cl -5.6699 -0.9792 -1.3862  0.284

Results
Frontier orbital gap ... 0.3157 hartree
Calculated total energy ... -47599.4807 eV
Spin multiplicity ... 1

No. 4
DFT (ωB97M-V with the def2-TZVPD basis set) results for an isolated molecule of C4H6N2.

Each line ends with the Löwdin charge.
Element x y z (Å)
C 0.9337 0.9795 -0.9357  -0.144
H 0.5359 1.6814 1.0412  0.148
H 0.8738 -0.5307 -2.5131  0.089
C 0.5970 -0.2141 -1.5168  -0.117
C -0.1862 -0.9489 -0.5773  -0.065
N -0.8973 -0.3708 1.8123  0.079
H -1.7938 0.1042 1.8781  0.081
H 1.5077 1.8164 -1.3104  0.103
H -1.0519 -1.3593 1.9680  0.078
C -0.2906 -0.1744 0.5529  -0.400
N 0.3896 0.9895 0.3259  0.055
H -0.6369 -1.9228 -0.7186  0.094

Results
Frontier orbital gap ... 0.3246 hartree
Calculated total energy ... -7225.3095 eV
Spin multiplicity ... 1

No. 5
DFT (ωB97M-V with the def2-TZVPD basis set) results for a cluster of 11 separate species, H22O11 in total at a distorted geometry.

Each line ends with the Löwdin charge.
Element x y z (Å)
O -0.8147 3.3435 -0.5993  -0.102
H 4.6420 -1.2461 -2.7446  0.086
O -0.9759 -0.1229 -1.5880  -0.091
O 3.6654 -1.1960 -2.4704  -0.081
H 0.5435 -3.1797 3.7294  0.135
H -2.9959 1.6010 -2.7663  0.147
O -4.4198 -0.2770 1.3013  -0.045
H 0.4983 -1.6404 -0.0906  0.073
O 2.1582 0.1406 3.4073  -0.056
O 0.5743 -2.3073 4.3121  -0.050
H -0.0150 3.9229 -0.9444  0.129
H 2.0690 -0.4938 4.1590  0.039
O -2.4596 1.9176 -1.9185  -0.125
H 4.1561 1.5754 -1.2634  0.028
H -3.4909 -0.7539 1.1850  0.102
H 1.6597 -0.3892 2.8492  -0.044
H -0.3279 -0.2119 -2.2491  0.014
O 3.3094 1.8087 -1.6845  -0.115
H 0.3420 1.9846 0.3032  -0.017
O 0.6234 1.2052 -0.1421  -0.109
H -0.7345 -1.1174 0.4976  -0.041
H -1.4075 3.6858 -1.2535  0.006
O -2.3873 -2.8874 -0.1413  -0.021
H 1.5246 1.0569 0.3899  0.117
H -4.3519 0.5963 1.3367  -0.072
H -0.1142 -1.7666 4.4231  -0.043
H -2.0019 -2.3195 -0.8223  0.024
H -3.0153 1.6928 -1.1160  0.092
H -1.1692 0.8645 -1.5528  0.021
H 3.4769 1.2053 -2.5149  0.068
H -1.7771 -3.2738 0.3886  -0.038
O -0.0526 -1.6890 0.7406  -0.063
H 3.2684 -1.7294 -3.1612  0.028

Results
Frontier orbital gap ... 0.3783 hartree
Calculated total energy ... -22876.7609 eV
Spin multiplicity ... 1

No. 6
DFT (ωB97M-V with the def2-TZVPD basis set) results for a structure of composition C46H68AsOsP2Si at a distorted geometry.

Each line ends with the Löwdin charge.
Element x y z (Å)
H -3.0152 0.7286 -0.7462  0.083
C 0.6130 2.3319 1.8785  -0.413
H 1.5190 0.7458 4.3896  0.118
C -0.4679 -5.0476 1.3328  -0.022
H 1.3099 -2.0208 -3.2725  0.008
C 3.9289 1.4661 1.0303  -0.059
H 1.3437 5.1839 3.6300  0.127
H -6.5434 -1.0353 0.9329  0.123
C -1.4966 3.5153 2.5262  -0.166
C -0.5232 4.7037 2.6324  -0.174
C 0.7149 4.3157 3.4378  -0.165
C 0.7712 -2.8173 0.1615  -0.302
C -2.7369 -0.8607 0.7507  -0.411
H 3.7715 6.0272 -5.4604  0.123
H 1.8287 -0.0571 -4.1515  0.043
H 3.7699 2.3116 1.6833  0.098
H 3.0025 -1.8223 -2.8043  0.034
H 3.0324 0.5704 -2.9840  0.041
H -1.3591 1.3900 2.0907  0.074
H -0.7978 -2.6789 4.5100  0.124
Si 1.5305 -1.3969 -0.8353  0.507
C 3.3817 3.8568 -2.8955  -0.059
C 0.1593 -2.2798 4.1695  -0.169
P 1.2281 0.6872 1.3763  1.022
C 1.8985 5.5371 -4.5381  -0.042
H -4.2394 -2.9438 -1.4194  0.105
H 0.6767 -3.0932 3.6500  0.111
H 2.8906 -0.8145 5.7225  0.127
H -2.0609 -0.4769 1.5281  0.064
H 2.6110 -3.7733 0.7276  0.122
C 0.9172 -4.9345 1.3275  -0.027
C 2.3154 -1.1962 4.8789  -0.167
C 0.9976 -1.8032 5.3512  -0.175
C -3.3246 -3.1570 -1.9728  -0.178
C 4.3742 -0.7498 -0.5958  -0.069
H 1.3253 6.2035 -5.1683  0.122
C 1.2608 4.7910 -3.5599  -0.050
H -4.3811 -4.4575 -3.3279  0.128
H 5.0907 4.5451 -3.9883  0.120
H -0.5855 1.8576 3.5967  0.119
H 0.1897 4.8928 -3.4183  0.118
H 0.4354 -1.0588 5.9247  0.126
H 0.4127 3.9327 4.4156  0.126
C -0.6296 -2.9343 0.1932  -0.364
P -1.5854 -1.5690 -0.4944  1.015
C 1.2419 -0.5832 2.7055  -0.377
H -2.4788 -4.0906 -5.1494  0.123
H -0.6825 -3.8245 -2.7285  0.111
C -3.6643 -1.8771 1.4598  -0.174
H -4.1109 -2.8524 -3.9534  0.124
C 2.0005 3.9521 -2.7281  -0.336
C 1.3248 3.1494 -1.6610  -0.266
C 1.5276 -3.8349 0.7387  -0.068
C 4.0166 4.6038 -3.8740  -0.044
H 4.5775 -1.6097 -1.2241  0.114
H -3.0908 -2.4655 2.1748  0.111
As 0.7418 1.4442 -2.4761  1.116
H -2.3215 -4.1523 0.7720  0.104
H -5.4669 0.8062 -0.6267  0.126
H 3.9631 3.2162 -2.2389  0.114
H 2.9303 -1.9642 4.3991  0.126
C -3.6441 -3.6575 -3.3797  -0.165
H -0.7061 -0.3722 3.6429  0.114
H -2.2101 -5.2122 -3.8396  0.122
H -5.0092 -0.8685 -0.8286  0.101
H 2.2289 3.7667 1.9975  0.112
H -2.0825 3.5902 1.6061  0.110
C 2.0727 -0.0537 3.8887  -0.177
H -2.2103 3.5366 3.3506  0.125
H -2.7899 -3.9439 -1.4336  0.107
H -6.1137 0.5046 1.6298  0.121
H 2.4239 1.6129 -4.2946  0.061
C 1.5483 3.2630 2.6850  -0.171
C -0.7501 2.1737 2.5653  -0.206
H 2.1558 2.6956 3.3889  0.101
H -1.0264 5.5570 3.0829  0.125
C -3.5133 0.3394 0.1551  -0.207
C 5.4325 0.0824 -0.2367  -0.019
H -2.0419 -1.4927 -4.1488  0.129
C -5.6967 -0.3916 1.1704  -0.159
H -0.3678 -3.3964 -4.3981  0.121
H 1.8035 -1.3894 2.2180  0.108
C -4.9674 -0.0254 -0.1305  -0.174
C -0.0996 -1.1465 3.1703  -0.194
C 5.2087 1.2002 0.5553  -0.024
H -5.3303 -1.7648 2.8150  0.127
H 1.1898 -2.6356 6.0273  0.125
H 2.0033 2.8957 -0.8461  0.060
H -3.1282 -1.0092 -2.1476  0.110
C -1.1288 -3.3644 -3.6177  -0.186
H 3.0257 0.3596 3.5459  0.113
C -2.3664 -4.1574 -4.0673  -0.163
C -1.5146 -1.9236 -3.2935  -0.204
H 0.4184 2.8161 0.9092  0.083
C 3.0789 -0.4943 -0.1637  -0.286
H 6.4331 -0.1416 -0.5825  0.128
C -0.7703 1.8329 -3.6142  -0.211
C 2.1674 0.8153 -3.5982  -0.207
H -1.1401 0.9094 -4.0520  0.027
C -2.4606 -1.8748 -2.0732  -0.371
Os -0.1220 0.2528 -0.5289  0.587
C -4.7636 -1.0921 2.1724  -0.164
H 6.0290 1.8538 0.8196  0.128
H -4.2932 -0.3607 2.8374  0.120
H -0.6580 -1.5482 2.3249  0.062
H 0.4276 3.6310 -1.2710  0.085
H -0.4231 2.4954 -4.4084  0.057
H -3.4913 1.1562 0.8843  0.118
C 3.2750 5.4416 -4.6988  -0.037
C 2.8820 0.6229 0.6746  -0.379
H 2.0948 -3.2576 -2.3238  0.062
C -1.2457 -4.0496 0.7687  -0.068
H -4.1119 -2.5684 0.7431  0.108
H -0.2099 5.0336 1.6362  0.114
H -1.5576 2.3275 -3.0477  0.048
H -0.6276 -1.3036 -3.1263  0.041
H -0.9412 -5.9146 1.7738  0.129
H 1.5226 -5.7124 1.7745  0.129
C 2.0287 -2.1763 -2.4676  -0.165

Results
Charge ... +3
Frontier orbital gap ... 0.2109 hartree
Calculated total energy ... -138544.0884 eV
Spin multiplicity ... 1

Let's list ΔE to the lowest compared entry with this formula, charge and spin in order: 41.3 16.6 512.8 27.2 458.6 37.7 kJ/mol.